A 12-piece molecular cluster, C63H150BN10O27 overall in a non-equilibrium geometry, computed with ωB97M-V with the def2-TZVPD basis set.

ORCA input file:
```
! wB97M-V def2-TZVPD RIJCOSX def2/J DEFGRID3
* xyz -1 1
H -6.266 2.879 -1.131
O -9.777 0.183 5.450
H -0.346 0.420 6.440
O 1.974 1.847 -4.105
H -4.513 -4.940 2.804
C -1.160 -6.481 -5.592
H 9.171 5.799 -1.310
C 5.470 1.542 -7.990
H -3.585 -1.231 6.170
C -7.876 -2.167 2.825
C 5.755 -8.073 1.001
N -4.608 2.945 -2.474
H 3.848 -2.502 -0.148
H 4.710 1.005 -0.713
H -3.030 -3.972 2.990
C -2.816 0.358 1.743
H 7.069 -0.105 -6.503
H -4.070 2.551 6.006
H -3.042 1.593 4.881
H -0.202 -6.180 -1.892
C 4.427 -1.911 1.834
H 5.398 -0.738 -6.800
H -0.923 2.235 -0.567
H -1.162 -0.075 -9.805
H 5.793 5.201 4.507
H -7.105 -1.455 3.172
H -0.350 1.069 4.857
H 7.719 3.124 0.546
H 1.863 -0.765 -4.727
N -7.580 -2.755 1.508
C -3.856 1.557 5.622
O 4.892 -6.980 0.911
H -0.255 -6.656 -6.172
O 1.410 0.089 5.380
C -1.338 3.104 -1.083
C 4.950 -1.825 4.125
C 5.407 1.635 -0.179
H 1.379 4.865 5.823
C -2.833 -0.450 6.358
C 0.151 -1.324 -0.995
H 4.836 -6.837 -1.194
H -3.654 -6.112 0.815
C 2.200 4.131 5.875
H 0.247 -1.398 4.487
H -8.856 -3.866 3.651
N 7.394 1.479 -1.640
N 0.330 3.645 2.865
H -2.153 -4.834 -4.549
H -1.361 2.576 3.647
H 0.282 -0.557 -5.578
N 1.718 2.825 5.471
H 1.229 1.901 7.345
O -4.965 -1.994 0.364
O -4.960 5.765 -2.229
C -0.483 -0.881 -9.542
H -3.237 5.792 5.631
C 0.867 1.084 -4.456
N 4.729 -4.083 0.797
O 0.432 -0.411 -8.554
C -5.841 -3.427 4.740
H -5.162 -4.201 5.084
O 2.175 -0.390 -0.049
H 3.171 -5.343 -0.007
H 1.422 0.767 -7.119
H 0.388 0.664 -3.545
O 3.078 3.078 2.299
H -2.169 -0.767 7.165
C -0.419 -5.504 -1.073
H -3.752 6.476 4.036
H -4.727 5.256 4.801
C -2.694 -1.020 2.405
N 2.067 0.322 -6.463
O -3.353 -1.445 3.245
C 0.003 -4.511 -4.563
H 2.698 1.343 3.412
H -1.323 5.599 3.455
H 3.994 -0.920 1.667
H 5.349 2.609 -8.174
H 2.404 2.188 0.555
C -4.644 -2.165 -0.964
O -1.675 -1.631 1.861
O -3.484 0.753 6.721
O -1.922 0.470 0.834
H -3.718 1.929 -0.838
H -8.928 1.973 6.013
H -1.698 -6.294 3.025
H 3.396 -0.557 -7.839
H 3.218 -0.340 -2.825
H 1.107 2.452 -2.345
C 6.003 -0.020 -6.239
C -5.982 -1.053 0.586
N -6.251 1.275 5.772
H -5.350 -2.720 4.067
C -5.469 3.557 -1.457
C 0.329 0.898 5.709
H -3.982 -3.763 1.605
N 5.540 1.323 -6.553
C 6.425 2.425 -1.025
H 6.243 3.453 4.333
H 0.042 1.639 -4.961
H -8.086 -0.857 0.724
H 9.334 0.520 -8.742
H -1.641 3.516 2.164
H -5.485 -2.555 -1.546
C -6.077 4.828 -1.990
H 1.068 3.552 -3.730
H 6.344 4.223 0.252
H 1.960 -1.391 4.025
N -2.421 -6.753 2.445
H -2.009 -6.836 -6.180
O -3.049 4.529 3.995
H 0.806 -4.485 -5.299
H 4.923 0.065 -2.437
O 0.501 -1.735 -2.019
C 3.870 -2.908 0.864
H -8.235 -2.649 4.828
C -8.017 -3.227 3.914
H 5.669 -8.487 2.010
H -7.588 -2.078 -0.469
C -2.931 -5.672 1.506
H -2.660 1.745 -3.703
H -0.720 3.995 -1.052
H -2.257 3.350 -0.519
O -3.552 1.162 2.019
H 6.018 -2.092 3.971
C 1.701 2.834 -3.186
H 8.887 1.612 -10.083
O -6.900 -4.036 4.064
C 4.258 -0.519 -3.086
H -0.020 2.415 1.201
H 4.668 -4.644 1.652
H -2.043 0.765 -2.378
H 7.986 1.957 -2.320
H -5.791 -0.583 1.559
C -3.688 5.571 4.659
H -1.023 -4.674 1.440
C 8.995 1.538 -8.992
H -6.565 4.652 -2.958
C -1.648 4.672 3.958
H 6.859 -0.003 -8.720
H 6.064 -1.411 -4.574
H 2.008 3.857 0.772
H 4.411 -1.612 -2.988
H -2.163 -4.205 0.169
O -1.529 -4.278 -6.421
C -5.212 6.712 -3.202
H 4.262 2.047 3.636
H -4.296 0.878 -2.063
B -1.113 -0.766 0.828
H 2.368 2.139 5.109
C 8.503 5.341 -0.583
H 2.849 -3.167 1.194
H -11.108 0.236 3.985
H 6.362 1.905 -6.331
O 7.812 1.824 -8.317
O 0.305 -0.441 1.127
H -3.980 3.684 -2.793
H 5.931 1.007 0.568
H -6.736 5.300 -1.248
H -7.295 -0.419 5.061
C 4.213 -5.040 -0.235
H -0.073 2.810 6.500
H -1.104 -7.079 -4.676
H 4.587 1.056 -8.428
H -6.083 7.349 -2.969
H -6.146 0.767 6.653
O 4.436 3.798 5.162
H 0.042 -1.183 -10.468
H 8.018 1.110 -0.918
H 5.460 -8.881 0.317
H 0.858 1.633 2.465
C 2.056 2.902 1.317
H 7.816 6.103 -0.194
C -3.631 -4.555 2.285
H -4.923 -0.040 4.699
H -6.164 -2.898 5.654
H -9.811 1.445 3.846
H 5.061 4.141 3.244
H -5.325 6.326 -4.227
H -0.985 -4.669 -1.541
H -3.796 -2.838 -0.990
H -8.541 0.566 7.018
H 2.825 -1.652 -6.618
H -4.360 7.403 -3.243
H 9.746 2.247 -8.657
C 0.749 2.608 1.947
H -0.219 -3.507 -4.186
C 6.676 1.081 -8.795
H -5.246 1.551 3.991
C 7.057 3.543 -0.243
H 5.799 2.822 -1.839
O 4.177 -2.441 3.115
C 5.446 4.191 4.273
H -6.615 -3.111 1.631
H -2.210 -0.398 5.456
H 3.521 5.664 5.158
C -7.366 -1.661 0.516
H -4.354 -1.206 -1.413
H 4.224 -4.558 -1.220
O -1.648 2.823 -2.421
H 2.599 3.324 -2.832
H 0.887 -0.178 3.399
C 2.501 -0.838 -7.273
H -1.236 4.626 4.980
O -1.069 -1.375 -0.516
C 3.291 4.597 4.978
H 6.536 1.315 -9.868
C -10.467 0.918 4.543
C -1.109 3.518 3.117
C -2.480 1.743 -2.626
C 1.428 -1.346 -8.293
C 1.040 -0.625 0.059
H -8.824 -1.614 2.801
C 1.123 -0.752 4.307
H 0.801 3.447 3.764
H 9.152 4.994 0.242
H -11.141 1.638 5.028
H 6.806 -7.806 0.846
H -1.406 -3.339 -6.203
C -8.701 0.896 5.986
H 6.508 0.330 -4.191
C -7.435 0.673 5.158
C -1.783 -5.069 0.740
O 7.853 4.289 -1.162
O -1.243 -6.046 -0.095
H 2.529 4.122 6.935
H -5.912 -0.200 -0.117
C 5.072 -6.278 -0.268
H -7.607 1.079 4.154
H -4.847 3.823 -0.579
H -3.158 -6.864 3.156
H -1.038 -1.761 -9.179
O 4.546 -0.092 -4.405
C 3.505 1.848 2.867
H 6.114 -5.951 -0.426
C -3.800 1.858 -1.941
H 1.915 -1.688 -9.225
C -1.288 -5.029 -5.191
H 0.496 -5.036 -0.677
H 0.379 -5.075 -3.712
H 0.935 -2.267 -7.933
H 4.648 -2.240 5.080
H 2.945 4.556 3.934
C 0.798 2.158 6.361
C 1.256 -0.093 -5.336
C 5.857 -0.350 -4.767
H 4.892 -0.729 4.125
H 4.876 2.332 0.493
H 5.518 -1.883 1.670
H 3.978 1.221 2.110
C -5.094 1.024 4.930
*
```

As for the HOMO energy: -6.570 eV. The LUMO energy comes out at 2.11 eV. The energy above the lowest of the compared OMol25 structures with the same formula, charge and spin comes out at 0.0 kJ/mol. As for the HOMO-LUMO gap: 8.676 eV.